## i
This record from the Open Molecules 2025 dataset describes the ion C4H11NS2 with charge +1. The level of theory is ωB97M-V/def2-TZVPD.

gap between HOMO and LUMO (spin up / spin down) = 6.6 / 4.9 eV
molar mass = 137.27 g/mol
spin multiplicity = 2
charge = +1

XYZ file:
```
18
C4H11NS2 | the Open Molecules 2025 dataset | ωB97M-V/def2-TZVPD
S 1.5395 0.1131 -2.8361
S 0.9453 1.6409 -1.5212
C 0.3362 1.9036 0.3021
C 0.8124 0.7504 1.1671
C -0.0505 -0.5334 1.0813
N -0.7181 -0.7197 -0.2026
C -1.8262 -1.7133 -0.1612
H 2.3891 0.8539 -3.5542
H -0.7221 2.0145 0.2497
H 0.8754 2.7992 0.6176
H 0.7098 1.1233 2.1935
H 1.8425 0.4107 0.9215
H 0.6696 -1.3517 1.2223
H -0.6893 -0.4633 1.9791
H 0.0007 -0.9570 -0.8874
H -2.3080 -1.6840 0.7930
H -1.4436 -2.7389 -0.3025
H -2.3627 -1.4481 -1.0621
```

Electronic structure analysis, Löwdin charges in units of e: 0.53, 0.66, -0.33, -0.25, -0.24, -0.14, -0.07, -0.13, 0.08, 0.10, 0.13, 0.12, 0.12, 0.13, 0.04, 0.08, 0.09, 0.08

## ii
This record from the Open Molecules 2025 dataset describes the ion C4H11NS2 with charge +1. The level of theory is ωB97M-V/def2-TZVPD.

gap between HOMO and LUMO (spin up / spin down) = 8.3 / 5.1 eV
molar mass = 137.27 g/mol
spin multiplicity = 2
charge = +1

XYZ file:
```
18
C4H11NS2 | the Open Molecules 2025 dataset | ωB97M-V/def2-TZVPD
N 2.9487 -1.1511 -1.6065
C 1.9824 -1.5740 -0.5888
C 0.5277 -1.5889 -0.9127
S -0.3727 0.0804 -1.1678
S -0.1212 0.7295 0.8330
C -1.9687 0.9812 1.1570
C -2.0737 2.4857 1.4262
H 3.1819 -1.9484 -2.1820
H 2.6876 -0.3398 -2.1587
H 2.1702 -2.5382 -0.0963
H 2.1026 -0.8458 0.2502
H 0.4480 -1.9475 -1.9239
H -0.0706 -2.1546 -0.1393
H -2.8208 0.7347 0.4578
H -2.1622 0.5508 2.1594
H -1.4697 2.8163 2.1350
H -3.0745 2.6356 1.8432
H -1.9148 3.0741 0.5143
```

Electronic structure analysis, Löwdin charges in units of e: 0.02, -0.36, -0.45, 0.72, 0.76, -0.49, -0.18, 0.08, 0.07, 0.14, 0.09, 0.07, 0.11, 0.11, 0.09, 0.02, 0.10, 0.09

Which structure is the least stable? The one labeled i.

## i
This record from the Open Molecules 2025 dataset describes the molecule C5H5ClN2. The level of theory is ωB97M-V/def2-TZVPD.

gap between HOMO and LUMO = 9.1 eV
molar mass = 128.56 g/mol
SMILES = C=C(Cl)n1cccn1
charge = 0

XYZ file:
```
13
C5H5ClN2 | the Open Molecules 2025 dataset | ωB97M-V/def2-TZVPD
C -1.5949 -1.4391 0.0079
C -2.0031 -0.1028 0.1862
C -0.2335 -1.3701 -0.1025
C 1.7205 1.8800 -0.0553
C 1.3719 0.4647 -0.0441
N -0.9768 0.7168 0.1809
N 0.1040 -0.0554 0.0060
Cl 2.6550 -0.6762 -0.0967
H -2.2121 -2.3124 -0.0316
H -3.0011 0.2673 0.3163
H 0.4987 -2.1360 -0.2583
H 2.7477 2.1692 -0.0890
H 0.9235 2.5939 -0.0197
```

Electronic structure analysis, Löwdin charges in units of e: -0.06, -0.14, -0.09, 0.04, -0.68, 0.09, -0.19, 0.71, 0.09, 0.10, 0.09, 0.03, 0.03

## ii
This record from the Open Molecules 2025 dataset describes the molecule C5H5ClN2. The level of theory is ωB97M-V/def2-TZVPD.

gap between HOMO and LUMO = 8.4 eV
molar mass = 128.56 g/mol
SMILES = N#CC(=C\N)/C=C/Cl
charge = 0

XYZ file:
```
13
C5H5ClN2 | the Open Molecules 2025 dataset | ωB97M-V/def2-TZVPD
C 0.6818 -0.9713 -0.0541
C 0.1468 0.2755 0.1071
C -1.1860 0.6964 -0.0347
C -2.3175 0.0791 0.4715
C 1.1745 1.3760 0.2136
H 2.5703 -0.3394 -0.2748
H 2.5125 -1.8786 -0.5515
H 0.0966 -1.9389 -0.2243
H -1.3307 1.7071 -0.4239
H -2.2572 -0.7112 1.0784
N 2.0369 -1.1855 -0.0436
N 1.7588 2.5457 -0.1010
Cl -3.8867 0.3451 -0.1627
```

Electronic structure analysis, Löwdin charges in units of e: -0.12, -0.30, -0.17, -0.55, -0.10, 0.09, 0.08, 0.16, 0.11, 0.01, 0.07, 0.10, 0.62

Which structure is the least stable? The one labeled ii.

## i
This record from the Open Molecules 2025 dataset describes the molecule C4H5FOS. The level of theory is ωB97M-V/def2-TZVPD.

gap between HOMO and LUMO = 9.2 eV
molar mass = 120.15 g/mol
SMILES = CC(=S)O/C=C\F
charge = 0

XYZ file:
```
12
C4H5FOS | the Open Molecules 2025 dataset | ωB97M-V/def2-TZVPD
C -0.3267 1.2540 0.9117
C -0.8260 0.0597 0.2246
C 1.3679 -0.9160 0.5352
C 2.2498 -0.1913 -0.0360
H 0.1487 1.0299 1.8654
H -1.2132 1.8892 1.0679
H 0.3790 1.8031 0.3165
H 1.7109 -1.6213 1.3072
H 3.3030 -0.1655 0.1861
O 0.0329 -1.0071 0.1225
F 1.9553 0.6998 -1.0131
S -2.3113 -0.1509 -0.4012
```

Electronic structure analysis, Löwdin charges in units of e: -0.10, -0.87, -0.12, -0.13, 0.10, 0.08, 0.08, 0.14, 0.13, -0.08, 0.03, 0.74

## ii
This record from the Open Molecules 2025 dataset describes the molecule C4H5FOS. The level of theory is ωB97M-V/def2-TZVPD.

gap between HOMO and LUMO = 9.2 eV
molar mass = 120.15 g/mol
SMILES = O=C(CF)[C@@H]1CS1
charge = 0

XYZ file:
```
12
C4H5FOS | the Open Molecules 2025 dataset | ωB97M-V/def2-TZVPD
C 0.4941 -0.7056 -1.0909
C 0.6261 -0.7583 0.2807
C 0.0523 0.3640 1.0305
C -1.2218 0.9263 0.5504
H 0.8430 -1.7279 -1.4779
H 1.2762 -0.0753 -1.4678
H 0.3058 0.4761 2.0431
H -1.6746 0.0194 -0.0998
H -1.6726 1.3793 1.3677
O 1.4920 -1.5913 0.6920
F -0.6080 -0.3059 -1.9187
S 0.0875 1.9993 0.0906
```

Electronic structure analysis, Löwdin charges in units of e: -0.19, -0.43, -0.42, -0.47, 0.17, 0.13, 0.10, 0.16, 0.04, 0.08, -0.08, 0.90

Which structure is the least stable? The one labeled ii.

## i
This record from the Open Molecules 2025 dataset describes the molecule C8H12N2. The level of theory is ωB97M-V/def2-TZVPD.

gap between HOMO and LUMO = 10.6 eV
molar mass = 136.20 g/mol
SMILES = CC1(C)CC=C[C@]1(N)C#N
charge = 0

XYZ file:
```
22
C8H12N2 | the Open Molecules 2025 dataset | ωB97M-V/def2-TZVPD
C -1.6477 0.4114 1.5097
C 0.7220 2.0278 -0.1263
C -0.6193 1.8406 -0.0494
C 1.5072 0.7792 0.1071
C -0.9756 0.4028 0.2187
C 0.3350 -0.3928 0.0837
C 0.4829 -1.0892 -1.2203
C 0.5955 -1.4912 1.1174
N -2.1119 0.4203 2.5628
N -2.0990 0.0375 -0.7850
H 1.0773 2.9660 -0.2768
H -1.3922 2.6216 -0.2114
H 2.1763 0.5243 -0.6387
H 2.1168 0.8782 1.0513
H -0.2773 -1.9537 -1.5339
H 1.4442 -1.6325 -1.2398
H 0.4711 -0.4574 -2.0458
H -0.0129 -2.4580 0.8981
H 0.3780 -1.1102 2.0932
H 1.7593 -1.7612 1.1608
H -1.8254 0.3834 -1.7388
H -2.1044 -0.9469 -0.9368
```

Electronic structure analysis, Löwdin charges in units of e: -0.18, -0.05, -0.03, -0.08, -0.44, -0.46, -0.10, -0.06, 0.18, 0.08, 0.07, 0.13, 0.07, 0.14, 0.13, 0.09, 0.06, 0.12, 0.05, 0.13, 0.10, 0.04

## ii
This record from the Open Molecules 2025 dataset describes the molecule C8H12N2. The level of theory is ωB97M-V/def2-TZVPD.

gap between HOMO and LUMO = 10.3 eV
molar mass = 136.20 g/mol
SMILES = CC1(C)CCC(CC#N)=N1
charge = 0

XYZ file:
```
22
C8H12N2 | the Open Molecules 2025 dataset | ωB97M-V/def2-TZVPD
C 3.6941 0.4113 -0.9343
C 1.5099 -0.2206 0.9806
C 0.1683 -0.8293 0.8504
C 2.9224 1.4443 -0.3867
C 1.5012 0.8848 -0.0429
C -0.6885 -0.0938 -0.2207
C -1.9771 0.6121 0.2185
C -1.0497 -0.7955 -1.4736
N 4.1436 -0.4863 -1.4590
N 0.3045 0.9700 -0.6335
H 1.7962 0.1073 1.9774
H 2.4237 -0.7638 0.5815
H 0.0323 -1.9244 0.5740
H -0.4008 -0.5797 1.8226
H 2.7533 2.1966 -1.1427
H 3.4013 1.8284 0.5513
H -1.8106 1.2885 1.1000
H -2.7536 -0.0609 0.4921
H -2.3705 1.2964 -0.5096
H -1.6754 -1.7019 -1.3429
H -0.1842 -1.2677 -2.0386
H -1.5587 -0.1442 -2.1095
```

Electronic structure analysis, Löwdin charges in units of e: -0.28, -0.16, -0.12, -0.11, -0.23, -0.56, -0.05, -0.07, 0.18, 0.14, 0.12, 0.12, 0.14, 0.13, 0.12, 0.14, 0.10, 0.07, 0.07, 0.10, 0.11, 0.06

Which structure is the least stable? The one labeled i.

## i
This record from the Open Molecules 2025 dataset describes the molecule C3H5FOS. The level of theory is ωB97M-V/def2-TZVPD.

gap between HOMO and LUMO = 9.9 eV
molar mass = 108.14 g/mol
SMILES = O[C@@H]1[C@H](F)[C@@H]1S
charge = 0

XYZ file:
```
11
C3H5FOS | the Open Molecules 2025 dataset | ωB97M-V/def2-TZVPD
C -0.6806 -0.6931 -0.1309
C 0.1147 0.1722 0.8697
C 0.8176 -0.7448 -0.1472
H -1.5206 1.2915 -0.9840
H -1.2122 -1.5108 0.2944
H 0.1442 -0.1914 1.8802
H 0.9029 1.6908 0.0422
H 1.4118 -1.5758 0.1607
O 0.1985 1.5459 0.6944
F 1.4027 -0.0331 -1.2011
S -1.5790 0.0487 -1.4783
```

Electronic structure analysis, Löwdin charges in units of e: -0.54, -0.29, -0.24, -0.13, 0.08, 0.14, 0.10, 0.14, -0.01, -0.03, 0.79

## ii
This record from the Open Molecules 2025 dataset describes the molecule C3H5FOS. The level of theory is ωB97M-V/def2-TZVPD.

gap between HOMO and LUMO = 10.2 eV
molar mass = 108.14 g/mol
charge = 0

XYZ file:
```
11
C3H5FOS | the Open Molecules 2025 dataset | ωB97M-V/def2-TZVPD
C -1.9293 0.1121 -0.5316
C -0.9372 0.8549 -0.1396
C 1.5234 0.0475 0.3052
O 0.4369 0.0437 -2.2007
F -1.2300 1.8943 0.6250
S 0.6361 0.9529 -1.0930
H -1.6893 -0.6715 -1.1206
H -2.8637 0.1742 -0.0798
H 2.5494 0.3964 0.3200
H 1.3704 -1.0725 0.1638
H 0.7731 0.2749 1.1341
```

Electronic structure analysis, Löwdin charges in units of e: 0.07, -0.55, -0.22, -0.52, 0.03, 0.92, 0.03, 0.07, 0.03, 0.08, 0.05

Which structure is the least stable? The one labeled ii.